A structure of composition H26O13. Source: the OMol25 dataset; level of theory: ωB97M-V with the def2-TZVPD basis set.

```
! RIJCOSX wB97M-V def2-TZVPD def2/J DEFGRID3
* xyz 0 1
O 11.88535 24.42654 18.36687
H 11.71887 23.73174 19.00387
H 12.45718 24.02202 17.71448
O 9.85247 25.16312 21.47413
H 9.36410 25.44101 22.24904
H 10.31128 25.95154 21.18410
O 8.87320 24.14516 19.95156
H 8.24216 23.85591 20.61061
H 9.43992 24.76111 20.41597
O 9.26190 28.84929 19.24617
H 9.74714 28.57245 18.46890
H 8.80768 28.05943 19.53947
O 10.93372 27.06686 21.18493
H 10.96921 26.84773 20.25382
H 10.02604 27.33117 21.33485
O 8.50294 26.69195 18.65098
H 8.18959 26.74980 17.74837
H 7.94977 26.02315 19.05465
O 11.74176 27.77780 18.91060
H 12.00011 28.39280 19.59710
H 12.56335 27.53693 18.48258
O 10.10782 26.05198 17.05455
H 9.19685 26.06002 16.76077
H 10.36777 25.13207 17.00523
O 10.61305 26.01561 19.38418
H 9.74294 26.40115 19.28171
H 10.74878 25.51269 18.58114
O 11.87387 24.57341 20.72540
H 10.95242 24.81709 20.81357
H 11.85822 23.63015 20.56339
O 10.40691 23.79717 17.00138
H 11.21915 23.97675 17.47492
H 10.68146 23.28911 16.23801
O 10.18764 28.00092 17.56062
H 10.83148 27.93293 18.26566
H 9.94821 27.09480 17.36606
O 13.13106 26.17529 18.06245
H 12.99304 25.92709 17.14835
H 12.54817 25.60001 18.55796
*
```

Calculated values
Energy relative to the best compared isomer or geometry (same formula, charge and spin): 482.9 kcal/mol
HOMO level: -7.7 eV
E: -993.00371 hartree



A structure of composition C37H25ClN7O6Sn. Source: the OMol25 dataset; level of theory: ωB97M-V with the def2-TZVPD basis set.

```
! RIJCOSX wB97M-V def2-TZVPD def2/J DEFGRID3
* xyz -1 1
Sn 0.00719 -0.83954 0.64701
C 4.63443 -1.32869 1.12458
C 5.04159 -0.04474 0.77705
C 4.20036 1.01611 1.02496
C 2.94565 0.77875 1.60237
N 2.53323 -0.45855 1.88503
C 3.36984 -1.47484 1.65519
N 2.19678 1.89558 1.94328
C 0.93093 1.94406 2.16163
N -0.09208 1.01634 2.05115
C -1.26631 1.61610 2.49251
N -2.49207 1.24242 2.61062
C -3.03761 -0.01558 2.41608
C -4.38438 -0.06284 2.02096
C -5.00918 -1.28211 1.89618
C -4.29297 -2.44451 2.17455
C -2.96851 -2.30722 2.53339
N -2.34599 -1.13030 2.65242
C -0.96574 3.02253 2.87930
C -1.79029 4.03552 3.32775
C -1.20964 5.27791 3.56011
C 0.15432 5.48280 3.34609
C 0.96956 4.45072 2.89378
C 0.37469 3.22533 2.66694
H 5.25547 -2.19431 0.94252
H 6.00537 0.12195 0.31136
H 4.47488 2.03503 0.78871
H 2.98204 -2.46137 1.88458
H -4.89380 0.86958 1.82022
H -6.04536 -1.33377 1.58325
H -4.73947 -3.42505 2.08485
H -2.34977 -3.18296 2.69891
H -2.84559 3.85573 3.48671
H -1.82345 6.10150 3.90431
H 0.57984 6.46215 3.52810
H 2.02939 4.58926 2.72325
O -2.02356 -2.16487 -1.09064
C -3.01657 -1.63994 -1.55429
C -3.29646 -0.22115 -1.64184
C -4.38747 0.13445 -2.42838
C -4.68782 1.45377 -2.66463
C -3.88576 2.47261 -2.11885
C -2.82480 2.15019 -1.33006
C -2.48548 0.78899 -1.01586
O -1.54982 0.58353 -0.18912
N -5.82839 1.79214 -3.48655
O -6.51257 0.88506 -3.93868
O -6.06062 2.97430 -3.69170
H -3.81356 -2.28240 -1.98280
H -5.00724 -0.63696 -2.86870
H -4.13173 3.50246 -2.33667
H -2.19907 2.91522 -0.88939
O 1.96964 -1.66582 -1.50213
C 1.90812 -0.43586 -1.57299
O 1.08200 0.31257 -0.93722
C 2.86913 0.29368 -2.48437
C 3.03449 1.67049 -2.38596
C 3.95252 2.32162 -3.19788
C 4.69924 1.59988 -4.12136
C 4.52825 0.22533 -4.22726
C 3.61959 -0.42577 -3.40482
H 2.43536 2.21097 -1.66423
H 4.08560 3.39325 -3.11233
H 5.41403 2.10818 -4.75739
H 5.10674 -0.33858 -4.94911
H 3.48284 -1.49837 -3.45259
Cl 3.41332 -6.48318 1.65447
C 2.28974 -5.70798 0.57264
C 2.33502 -5.96196 -0.78481
C 1.42004 -5.31011 -1.59008
C 0.50726 -4.44091 -1.00782
N 0.46763 -4.20250 0.29977
C 1.34946 -4.82520 1.07501
H 3.07411 -6.63963 -1.19101
H 1.42332 -5.45794 -2.66145
H -0.21086 -3.89866 -1.60602
H 1.32093 -4.60388 2.13743
*
```

Calculated values
Energy relative to the best compared isomer or geometry (same formula, charge and spin): 2.1 kcal/mol
HOMO level: -5.4 eV
E: -2934.32330 hartree



The ion C7H13N2 with charge +1. Source: the OMol25 dataset; level of theory: ωB97M-V with the def2-TZVPD basis set.

```
! RIJCOSX wB97M-V def2-TZVPD def2/J DEFGRID3
* xyz 1 1
C -1.58417 -0.91128 -0.65812
N -0.47139 -0.45453 0.06016
C -0.68674 -0.50423 1.47607
C 0.75899 -1.33756 -0.28058
C 2.02061 -0.89703 -0.29133
C 2.33272 0.45128 0.15178
C 1.44887 1.42499 0.10703
C -0.03575 0.99742 -0.54319
N -1.06956 1.84578 -0.17052
H -2.59370 -0.55117 -0.28427
H -1.49321 -0.61314 -1.74685
H -1.64290 -2.04927 -0.69612
H -1.50459 -1.22155 1.55872
H 0.09505 -0.92168 2.06612
H -0.97939 0.32647 2.04671
H 0.31828 -2.27333 -0.64688
H 2.78405 -1.55729 -0.60792
H 3.27793 0.62243 0.54332
H 1.65595 2.47120 0.22900
H 0.19105 0.68321 -1.60745
H -1.85845 1.68055 -0.79944
H -0.96363 2.78873 0.09375
*
```

Calculated values
Energy relative to the best compared isomer or geometry (same formula, charge and spin): 75.5 kcal/mol
HOMO level: -13.7 eV
E: -383.69693 hartree
SMILES: C[N+]1(C)C=CC=C[C@@H]1N



An isolated molecule of C19H16N4O3S. Source: the OMol25 dataset; level of theory: ωB97M-V with the def2-TZVPD basis set.

```
! RIJCOSX wB97M-V def2-TZVPD def2/J DEFGRID3
* xyz 0 1
C -6.54541 -2.63431 -1.24520
C -5.22126 -1.98819 -1.04022
C -5.10628 -0.56126 -1.08067
C -3.86344 0.07722 -0.89811
C -3.71459 1.57124 -0.92010
C -2.76307 -0.79176 -0.58849
C -2.95041 -2.18441 -0.55401
N -4.12891 -2.77268 -0.78994
S -1.50587 -3.02555 0.00356
C -0.56783 -1.55068 -0.06223
C 0.84443 -1.39991 0.08934
O 1.53904 -2.38367 0.36910
N 1.36622 -0.09913 0.08707
C 2.73472 0.06820 0.33576
C 3.59119 0.21753 -0.77904
C 4.90180 0.58235 -0.54728
C 5.38133 0.78455 0.77203
N 6.71614 1.22684 0.98546
O 7.03953 1.46579 2.12597
O 7.46961 1.39504 0.00692
C 4.51579 0.55592 1.84598
C 3.16342 0.24129 1.62949
C 2.25291 0.24191 2.78707
C 0.51307 0.91905 -0.30685
C 1.04161 2.28915 -0.54312
N -0.79199 0.79729 -0.46463
C -1.36395 -0.45715 -0.34191
H -7.27086 -2.39515 -0.48139
H -6.94615 -2.32488 -2.20963
H -6.44511 -3.73346 -1.29506
H -6.02306 -0.01114 -1.26676
H -4.71704 2.03501 -1.03648
H -3.10977 1.85217 -1.75602
H -3.27316 1.88516 0.01709
H 3.21128 0.09776 -1.79052
H 5.55744 0.72054 -1.37914
H 4.84335 0.73017 2.86978
H 2.78423 0.53779 3.70210
H 1.87511 -0.75765 2.93618
H 1.44723 0.92919 2.68054
H 0.22820 3.00894 -0.52100
H 1.79823 2.56324 0.17743
H 1.49229 2.27764 -1.52307
*
```

Calculated values
Energy relative to the best compared isomer or geometry (same formula, charge and spin): 44.3 kcal/mol
HOMO level: -8.4 eV
E: -1576.51638 hartree
SMILES: Cc1cc(C)c2c(n1)sc1c(=O)n(-c3ccc([N+](=O)[O-])cc3C)c(C)nc12



The ion C7H7BrNO2 with charge -1. Source: the OMol25 dataset; level of theory: ωB97M-V with the def2-TZVPD basis set.

```
! RIJCOSX wB97M-V def2-TZVPD def2/J DEFGRID3
* xyz -1 1
C -1.06641 -0.73857 1.72813
C -0.70517 -0.25897 0.38891
Br -1.98479 1.28526 0.12457
N -1.07903 -1.15314 -0.66286
C -0.57955 -0.93023 -1.81346
C 0.28821 0.28598 -2.09150
C 1.22865 0.59525 -0.89821
C 0.74702 0.31215 0.31497
C 1.42616 0.67053 1.64747
O 0.72294 1.27394 2.48526
O 2.64234 0.35786 1.70448
H -1.92612 -0.28215 2.19588
H -0.29401 -0.61943 2.41029
H -1.20270 -1.83701 1.69134
H -0.70972 -1.48168 -2.78260
H -0.34961 1.13708 -2.25689
H 0.76705 0.39858 -2.99739
H 2.07473 0.98457 -1.18838
*
```

Calculated values
Energy relative to the best compared isomer or geometry (same formula, charge and spin): 19.8 kcal/mol
HOMO level: -4.4 eV
E: -3050.19481 hartree
SMILES: C[C@]1(Br)N=CCC=C1C(=O)[O-]



An isolated molecule of C21H24FNO4. Source: the OMol25 dataset; level of theory: ωB97M-V with the def2-TZVPD basis set.

```
! RIJCOSX wB97M-V def2-TZVPD def2/J DEFGRID3
* xyz 0 1
C 3.14253 0.24599 3.39958
C 2.53277 1.40171 2.60437
C 1.96274 0.87587 1.29973
O 2.64004 0.85424 0.28882
N 0.70150 0.36371 1.32713
C -0.20845 0.56659 2.44227
C -1.59432 -0.02482 2.17495
C -2.08824 0.45723 0.84429
C -3.36433 0.96641 0.63853
C -3.75000 1.40771 -0.61559
O -4.97514 1.91335 -0.92468
C -5.93942 1.99792 0.09352
C -2.82922 1.35080 -1.68812
O -3.29465 1.80829 -2.88109
C -2.43127 1.77290 -3.99061
C -1.55600 0.85533 -1.46696
C -1.18725 0.40658 -0.20493
C 0.16993 -0.16750 0.07771
C 0.12005 -1.72406 0.08476
O 0.66329 -2.27814 -1.08706
C 2.01807 -2.32329 -1.25790
C 2.96564 -2.07787 -0.27066
C 4.31417 -2.19039 -0.55967
C 4.70703 -2.55030 -1.83227
F 6.02638 -2.66372 -2.11089
C 3.78311 -2.80526 -2.83037
C 2.44101 -2.68863 -2.53738
H 2.39005 -0.49448 3.66428
H 3.91258 -0.24251 2.80725
H 3.59558 0.61740 4.31575
H 3.32513 2.10354 2.34038
H 1.78616 1.92613 3.19835
H -0.33112 1.64352 2.61750
H 0.20701 0.11508 3.34901
H -1.53664 -1.11596 2.17978
H -2.26748 0.27897 2.97756
H -4.04991 1.00624 1.47023
H -6.18217 1.01163 0.50351
H -5.61402 2.65797 0.90488
H -6.82637 2.41896 -0.37699
H -3.00956 2.16925 -4.82364
H -1.54688 2.39921 -3.83389
H -2.11519 0.75068 -4.22298
H -0.83445 0.80546 -2.26599
H 0.88297 0.12709 -0.70137
H 0.61922 -2.11537 0.97906
H -0.91879 -2.06583 0.08372
H 2.67643 -1.78928 0.72546
H 5.05745 -1.99382 0.19620
H 4.11821 -3.08497 -3.81644
H 1.69185 -2.87953 -3.28911
*
```

Calculated values
Energy relative to the best compared isomer or geometry (same formula, charge and spin): 22.6 kcal/mol
HOMO level: -8.0 eV
E: -1270.18651 hartree
SMILES: CCC(=O)N1CCc2cc(OC)c(OC)cc2[C@@H]1COc1ccc(F)cc1



An isolated molecule of C20H34N4O3. Source: the OMol25 dataset; level of theory: ωB97M-V with the def2-TZVPD basis set.

```
! RIJCOSX wB97M-V def2-TZVPD def2/J DEFGRID3
* xyz 0 1
C 0.70417 1.78388 -2.08305
C 0.09444 1.77832 -0.68626
N 0.14711 0.47004 -0.04173
C 1.41360 0.07223 0.56345
C 1.47729 0.27194 2.10198
C 2.22143 1.54197 2.49800
N 0.16796 0.18744 2.71171
C -0.22965 -0.98171 3.32388
O 0.55926 -1.83957 3.67090
C -1.68456 -1.12303 3.52922
C -2.32731 -2.36139 3.78521
C -3.67150 -2.11492 3.82463
N -3.87417 -0.77662 3.61782
C -5.16849 -0.13091 3.60578
C -2.67196 -0.16501 3.43903
C -0.82695 -0.47930 -0.19130
O -0.70031 -1.61369 0.22212
C -2.11828 -0.03195 -0.89264
O -3.05158 -1.06011 -0.98688
C -3.77249 -1.26693 0.22101
C -4.56731 -2.55777 0.07737
C -3.63026 -3.73806 0.29118
N -5.68694 -2.54248 1.01932
C -6.32080 -3.83813 1.24370
C -7.58502 -3.48294 2.02207
C -7.95592 -2.07368 1.51128
C -6.79426 -1.69189 0.58686
H 0.67019 2.78607 -2.51211
H 1.74613 1.46359 -2.05528
H 0.16457 1.10819 -2.74768
H 0.62901 2.48204 -0.04543
H -0.93603 2.12864 -0.72448
H 1.55818 -0.98343 0.34056
H 2.21551 0.63659 0.08531
H 2.02921 -0.57611 2.50647
H 3.22366 1.54555 2.06647
H 1.70108 2.44052 2.15338
H 2.31070 1.60316 3.58210
H -0.56442 0.68742 2.23333
H -1.83140 -3.31103 3.89139
H -4.51102 -2.77774 3.95158
H -5.09203 0.81793 3.07730
H -5.87244 -0.77069 3.07559
H -5.52893 0.05633 4.61823
H -2.61798 0.90226 3.29108
H -2.54122 0.83330 -0.36130
H -1.88371 0.29129 -1.90930
H -3.08640 -1.35675 1.06847
H -4.43263 -0.40623 0.39255
H -4.95544 -2.59357 -0.95630
H -2.73289 -3.58747 -0.30815
H -3.32440 -3.78748 1.33793
H -4.08635 -4.68544 0.00428
H -6.58402 -4.32086 0.28596
H -5.66078 -4.51224 1.78708
H -8.37836 -4.21221 1.86383
H -7.37047 -3.45849 3.09111
H -8.90417 -2.06198 0.97534
H -8.04836 -1.37072 2.33969
H -6.53652 -0.63391 0.64633
H -7.05386 -1.90803 -0.46360
*
```

Calculated values
Energy relative to the best compared isomer or geometry (same formula, charge and spin): 3.7 kcal/mol
HOMO level: -8.3 eV
E: -1227.24985 hartree
SMILES: CCN(C[C@@H](C)NC(=O)c1ccn(C)c1)C(=O)COC[C@@H](C)N1CCCC1



A structure of composition C41H33N8O5SV. Source: the OMol25 dataset; level of theory: ωB97M-V with the def2-TZVPD basis set.

```
! RIJCOSX wB97M-V def2-TZVPD def2/J DEFGRID3
* xyz 0 3
V -0.14465 -0.53840 -0.05101
C 2.34524 2.61633 4.04976
C 3.07634 2.75406 2.87740
C 2.83576 1.91901 1.79595
C 1.86488 0.91680 1.87122
C 1.11903 0.79783 3.04327
C 1.36281 1.63999 4.12081
N 1.60560 0.10161 0.74706
C 2.63892 -0.50595 0.09935
C 3.92183 -0.79339 0.61914
C 4.84872 -1.42619 -0.17112
C 4.57745 -1.79186 -1.50667
C 3.34668 -1.51600 -2.04309
C 2.38416 -0.89973 -1.24148
N 1.08346 -0.56685 -1.60128
N 0.71622 -0.39177 -2.79346
C -0.63362 0.04986 -2.81192
C -1.23759 0.32168 -4.02166
C -2.56948 0.68794 -4.02101
C -3.25334 0.76321 -2.81844
C -2.57091 0.50487 -1.64742
N -1.27185 0.18913 -1.63708
H 2.52605 3.27277 4.88963
H 3.82830 3.52850 2.79572
H 3.39808 2.03826 0.87690
H 0.31826 0.07517 3.09129
H 0.76670 1.53889 5.01818
H 4.16070 -0.51689 1.63756
H 5.81876 -1.66175 0.24893
H 5.33175 -2.29108 -2.09734
H 3.09685 -1.78101 -3.06239
H -0.66232 0.21500 -4.92973
H -3.07540 0.89716 -4.95380
H -4.30093 1.02083 -2.77609
H -3.06322 0.55778 -0.68515
O -0.12983 2.46773 0.26831
C -1.31211 2.72269 1.00902
C -1.94840 1.39218 1.45357
O -3.04929 1.35172 1.94955
O -1.21832 0.32024 1.23260
C -2.28301 3.47832 0.09263
C -1.93600 3.71842 -1.23019
C -2.80208 4.40837 -2.07310
C -4.02188 4.85943 -1.59999
C -4.37008 4.62259 -0.27396
C -3.50772 3.94083 0.56717
C -1.00314 3.58574 2.23872
C -1.59105 3.39969 3.48295
C -1.29217 4.25853 4.53347
C -0.40311 5.30744 4.35723
C 0.18428 5.50089 3.11367
C -0.12090 4.65040 2.06333
H 0.63548 2.56826 0.85141
H -0.98371 3.36886 -1.59896
H -2.51649 4.58887 -3.10165
H -4.69728 5.39588 -2.25352
H -5.31853 4.97733 0.10769
H -3.78838 3.75886 1.59645
H -2.29464 2.59212 3.63263
H -1.75952 4.09991 5.49681
H -0.17088 5.97164 5.17934
H 0.86995 6.32300 2.95558
H 0.31556 4.82717 1.08750
N 2.32021 -7.11516 -3.76494
C 1.35468 -6.22884 -3.32123
C 1.35400 -4.90149 -3.76337
C 0.41070 -4.00919 -3.29667
C -0.54454 -4.42927 -2.37449
C -0.55211 -5.74423 -1.92664
C 0.39079 -6.63746 -2.39865
S -1.72507 -3.29901 -1.75622
O -2.78180 -4.05324 -1.15566
O -2.01017 -2.35390 -2.79886
N -0.91613 -2.43042 -0.61232
C -0.46535 -3.08380 0.51568
N 0.25714 -2.20771 1.23529
C 0.77745 -2.59696 2.38851
C 0.59756 -3.88796 2.83723
C -0.12275 -4.73128 1.99949
N -0.65272 -4.35844 0.84227
H 2.80827 -6.87741 -4.61183
H 2.12356 -8.09585 -3.66285
H 2.09750 -4.57723 -4.48135
H 0.40939 -2.98520 -3.65235
H -1.30098 -6.05199 -1.21232
H 0.38418 -7.66326 -2.05049
H 1.36834 -1.86574 2.92685
H 1.01657 -4.22809 3.77117
H -0.27474 -5.76980 2.27347
*
```

Calculated values
Energy relative to the best compared isomer or geometry (same formula, charge and spin): 0.0 kcal/mol
HOMO level (alpha / beta): -7.3 / -7.5 eV
E: -3738.76482 hartree